A cluster of 14 separate species, C6H42N2O13 in total, computed with wB97M-V/def2-TZVPD.

Each line ends with the Löwdin charge.
Cartesian coordinates (Å):
C1 0.83860 1.42793 0.48386  -0.19
N1 -0.63340 1.73258 0.27200  -0.23
C2 -0.88015 3.13062 0.56910  -0.11
C3 -0.98870 1.29866 -1.13454  -0.07
C4 1.11387 0.60591 1.67564  -0.37
C5 0.54773 -0.79525 1.63073  -0.04
N2 2.60114 0.45932 1.69313  -0.12
C6 3.34116 -0.48248 2.46253  -0.14
H1 1.30804 2.46665 0.47679  0.12
H2 1.29191 1.08926 -0.49144  0.12
H3 -0.77225 3.23527 1.70000  0.07
H4 -0.21058 3.90318 0.06227  0.11
H5 -1.92131 3.29383 0.21602  0.10
H6 -2.12612 1.39416 -1.37124  0.09
H7 -0.43239 1.85567 -1.84820  0.07
H8 -0.84092 0.23719 -1.32355  0.06
H9 0.85779 1.05808 2.66068  0.13
H10 -0.53416 -0.85982 1.73948  0.07
H11 0.64271 -1.05231 0.61790  0.05
H12 0.90540 -1.53144 2.28846  0.06
H13 2.87062 0.36890 0.71103  0.07
H14 3.63426 -1.38823 1.95058  0.07
H15 2.69826 -0.70978 3.35556  0.09
H16 4.19287 0.13371 2.86696  0.09
H17 -1.43210 3.14694 3.67043  -0.07
H18 -0.10778 2.55984 4.45693  0.09
O1 -1.07637 2.53393 4.16620  -0.02
H19 4.44897 0.98831 -1.47289  0.05
H20 3.98467 2.04123 -0.55129  0.04
O2 3.66263 1.52317 -1.28952  -0.05
H21 -1.79037 0.00174 -3.34338  0.06
H22 -3.11668 -0.68376 -3.49647  0.06
O3 -2.62164 -0.23495 -2.81278  -0.10
H23 2.42792 3.80095 2.97047  0.10
H24 1.25575 3.23221 2.16366  -0.06
O4 1.47416 4.00562 2.66177  -0.08
H25 3.06877 0.34027 -3.71764  0.10
H26 2.84037 -1.13150 -3.57763  -0.06
O5 2.57454 -0.44287 -4.12553  -0.05
H27 -4.22540 0.78789 -0.38794  -0.09
H28 -3.90100 0.74712 -1.83405  -0.01
O6 -4.55511 1.08327 -1.17829  -0.06
H29 -3.60225 -1.11860 3.31778  0.00
H30 -2.34949 -0.22106 3.54554  0.08
O7 -3.32253 -0.33259 3.62841  0.00
H31 -0.18590 -1.60163 -4.76920  0.09
H32 0.88318 -0.88523 -3.80012  0.06
O8 -0.14913 -1.03897 -3.92665  -0.14
H33 -2.16029 -2.35929 -1.22248  0.02
H34 -1.73313 -3.23708 -2.36628  0.05
O9 -1.82214 -3.20110 -1.42535  -0.01
H35 3.04003 -2.25765 -1.20093  0.09
H36 3.15790 -3.02137 -2.58804  0.07
O10 3.20988 -2.12967 -2.19198  -0.09
H37 0.50689 -2.95428 -2.19358  0.04
H38 -0.03699 -2.58580 -0.93039  0.04
O11 0.81102 -3.03381 -1.26139  -0.11
H39 -2.55197 0.76128 1.51906  0.01
H40 -3.80889 0.45524 2.24431  0.07
O12 -3.45350 0.51669 1.26449  -0.12
H41 -0.57132 -4.40754 -0.08109  0.02
H42 0.39987 -4.66765 0.91885  0.00
O13 -0.18357 -5.20878 0.39504  -0.08

**Calculated total energy**: -1341.27097 Eh
**ΔE to the lowest compared entry with this formula, charge and spin**: 5.951 eV
**LUMO level**: -0.23 eV
**Frontier orbital gap**: 8.71 eV
**Total charge**: 0

***

A structure of composition C14H35N6O6P3Pd, computed with wB97M-V/def2-TZVPD.

Each line ends with the Löwdin charge.
Cartesian coordinates (Å):
Pd1 -0.55473 -0.28265 0.05431  0.29
N1 0.52417 2.39101 3.41287  0.14
C1 0.50001 1.30604 2.32844  -0.50
C2 1.70182 0.39370 2.54313  -0.09
P1 -1.07977 0.34951 2.71808  0.29
O1 -0.79686 0.40761 4.37709  -0.21
O2 -2.26108 1.22310 2.49568  -0.34
O3 -0.95184 -1.09404 2.36988  -0.36
P2 0.66429 2.42990 0.84181  0.28
O4 2.12683 3.06884 1.22873  -0.17
O5 -0.33743 3.50648 1.08535  -0.33
O6 0.81502 1.68804 -0.44158  -0.35
H1 1.44219 2.83603 3.42795  0.14
H2 0.27659 1.95774 4.30917  0.13
H3 -0.17317 3.09238 3.12070  0.13
H4 1.62593 -0.13019 3.49708  0.08
H5 2.63474 0.96062 2.51293  0.08
H6 1.72651 -0.35708 1.75269  0.07
H7 -0.84127 -0.48641 4.73077  0.07
H8 2.80343 2.74617 0.62415  0.07
C3 -1.52313 -3.19002 -3.92780  -0.07
C4 -0.06355 -3.55818 -3.67219  -0.22
N2 0.70580 -2.52309 -2.99983  -0.09
C5 1.19049 -1.40884 -3.80288  -0.21
C6 0.28351 -0.17755 -3.80632  -0.08
C7 0.70704 -2.40997 -1.63313  -0.46
C8 0.08071 -3.51815 -0.82668  -0.03
N3 1.20830 -1.42234 -0.97973  0.06
H9 -2.06929 -4.04907 -4.32203  0.08
H10 -1.60753 -2.38063 -4.65331  0.06
H11 -2.00764 -2.86626 -3.00499  0.06
H12 0.43202 -3.77681 -4.62092  0.11
H13 -0.00661 -4.47340 -3.08630  0.10
H14 1.31989 -1.77986 -4.82110  0.11
H15 2.18930 -1.13564 -3.45226  0.12
H16 -0.65587 -0.38768 -4.31893  0.05
H17 0.77551 0.64634 -4.32685  0.08
H18 0.05384 0.15225 -2.79087  0.03
H19 0.60896 -4.46296 -0.97202  0.08
H20 -0.96494 -3.67162 -1.09417  0.07
H21 0.12775 -3.22246 0.21759  0.07
H22 1.59868 -0.69936 -1.57316  0.03
C9 -4.78821 2.07068 0.28229  -0.11
N4 -3.75828 2.57338 -0.73129  -0.06
C10 -4.27927 2.36510 -2.12713  -0.14
N5 -4.61903 1.00240 -2.34445  -0.15
C11 -5.61568 0.58601 -1.35738  -0.18
N6 -5.15346 0.71724 0.01123  -0.14
C12 -4.06380 -0.23513 0.33122  -0.29
P3 -2.52972 -0.02235 -0.69314  0.85
C13 -2.44696 1.83697 -0.52445  -0.28
C14 -3.45237 0.10472 -2.33497  -0.30
H23 -5.65761 2.72537 0.18459  0.14
H24 -4.32740 2.16196 1.26545  0.13
H25 -3.58136 3.56393 -0.56153  0.18
H26 -3.49573 2.68871 -2.81331  0.14
H27 -5.16231 2.99882 -2.24503  0.14
H28 -5.87922 -0.45428 -1.54468  0.13
H29 -6.50746 1.20561 -1.49159  0.13
H30 -4.45847 -1.24653 0.20437  0.09
H31 -3.77667 -0.11036 1.37292  0.06
H32 -1.72086 2.26346 -1.21644  0.09
H33 -2.15812 2.08364 0.49280  0.03
H34 -3.80926 -0.88714 -2.62972  0.08
H35 -2.74516 0.42434 -3.10583  0.07

**Calculated total energy**: -2486.55637 Eh
**ΔE to the lowest compared entry with this formula, charge and spin**: 0.685 eV
**LUMO level**: 0.33 eV
**Frontier orbital gap**: 6.49 eV
**Total charge**: 0

***

An isolated molecule of C6H12O, computed with wB97M-V/def2-TZVPD.

Each line ends with the Löwdin charge.
Cartesian coordinates (Å):
C1 0.99959 -0.07322 -2.22615  -0.10
C2 0.63367 -0.94780 -1.03100  -0.24
C3 -0.66261 -0.50822 -0.40482  -0.28
C4 -0.99730 -0.91444 1.00163  -0.08
C5 -0.62798 0.51866 0.67960  -0.24
C6 0.57928 1.21640 1.30135  -0.24
O1 0.07216 1.85420 2.46145  -0.07
H1 0.22330 -0.12535 -2.99889  0.07
H2 1.94466 -0.39126 -2.67520  0.07
H3 1.09665 0.97759 -1.92703  0.07
H4 1.41825 -0.88226 -0.26600  0.11
H5 0.56567 -2.00094 -1.32766  0.11
H6 -1.50749 -0.42113 -1.09161  0.14
H7 -2.02790 -1.16446 1.24732  0.10
H8 -0.25818 -1.51816 1.52484  0.11
H9 -1.47232 1.20392 0.68606  0.14
H10 1.44063 0.59087 1.59882  0.12
H11 1.00490 1.98992 0.64821  0.12
H12 -0.36632 1.12553 2.92344  0.09

**Calculated total energy**: -311.01045 Eh
**Structure (SMILES)**: CC[C@H]1C[C@H]1CO
**ΔE to the lowest compared entry with this formula, charge and spin**: 1.328 eV
**LUMO level**: 1.06 eV
**Frontier orbital gap**: 10.95 eV
**Total charge**: 0

***

A cluster of 14 separate species, C38H67F7N2O40S5 in total, computed with wB97M-V/def2-TZVPD.

Each line ends with the Löwdin charge.
Cartesian coordinates (Å):
O1 4.54649 -6.14346 -1.46169  -0.27
S1 3.85870 -6.15611 -2.70626  0.52
O2 2.76884 -7.01472 -2.93802  -0.25
O3 3.21311 -4.72962 -2.87209  -0.28
C1 3.91010 -3.42558 -2.69792  -0.15
C2 2.78736 -2.33415 -2.68397  -0.03
C3 5.04144 -6.37044 -4.00672  -0.12
H1 4.65222 -3.28247 -3.52071  0.13
H2 4.36322 -3.30742 -1.69223  0.12
H3 2.00361 -2.63704 -1.98317  0.07
H4 2.20721 -2.38254 -3.59494  0.05
H5 3.28969 -1.37193 -2.68555  0.06
H6 4.49766 -6.10509 -4.93911  0.08
H7 5.31119 -7.50512 -4.00202  0.12
H8 6.00133 -5.92371 -3.88265  0.06
O4 -2.77066 7.99367 -2.22519  -0.29
S2 -2.64263 6.87986 -1.28202  0.54
O5 -2.55294 5.54571 -1.77872  -0.28
O6 -1.42420 7.22911 -0.46804  -0.24
C4 -0.83617 6.12953 0.37737  -0.15
C5 -0.38612 6.72378 1.70269  -0.03
C6 -4.04131 7.03625 -0.18278  -0.10
H9 0.00039 5.91608 -0.26951  0.11
H10 -1.52133 5.34505 0.48833  0.08
H11 0.23358 7.59776 1.63105  0.08
H12 -0.02865 5.98593 2.42104  0.08
H13 -1.22784 7.04979 2.17394  0.04
H14 -4.14674 6.23478 0.50708  0.05
H15 -4.87654 7.11157 -0.85056  0.06
H16 -4.02117 7.94527 0.41411  0.08
O7 -6.08460 -3.18659 0.42785  -0.27
S3 -5.36398 -1.99312 0.69925  0.58
O8 -5.82420 -1.09979 1.76660  -0.30
O9 -3.78570 -2.18617 0.84328  -0.27
C7 -3.12973 -3.50754 0.66551  -0.21
C8 -3.77529 -4.62273 1.36743  -0.08
C9 -5.47874 -1.06066 -0.77569  -0.14
H17 -2.20721 -3.33800 1.15966  0.08
H18 -3.14585 -3.65272 -0.38204  0.12
H19 -4.47875 -5.16785 0.77082  0.07
H20 -4.34209 -4.26834 2.24137  0.10
H21 -2.97328 -5.29523 1.72511  0.10
H22 -5.48917 -1.74047 -1.65690  0.09
H23 -4.56640 -0.44424 -0.93131  0.03
H24 -6.42621 -0.50316 -0.66200  0.07
O10 -1.16749 2.53313 -0.14446  -0.26
S4 -1.63435 1.19286 -0.41350  0.61
O11 -3.07435 0.89524 -0.47287  -0.31
O12 -1.03585 0.87890 -1.83186  -0.25
C10 -1.39346 -0.42270 -2.40665  -0.20
C11 -0.45784 -0.59143 -3.59031  -0.06
C12 -0.87181 0.08380 0.71112  -0.08
H25 -2.42509 -0.45017 -2.80810  0.14
H26 -1.05233 -1.22718 -1.70802  0.10
H27 -0.63192 -1.49312 -4.10459  0.06
H28 0.58163 -0.60407 -3.37350  0.06
H29 -0.73454 0.20342 -4.28860  0.08
H30 0.17606 0.27456 0.60491  0.04
H31 -1.15364 -0.93361 0.37914  0.07
H32 -1.14389 0.31220 1.72748  0.06
O13 4.72455 0.04530 -0.44936  -0.30
S5 3.44031 0.70656 -0.41590  0.52
O14 2.24764 -0.01627 -0.18746  -0.28
O15 3.42870 1.70162 0.77563  -0.27
C13 4.53322 2.67975 1.05413  -0.20
C14 4.97323 2.53940 2.46448  -0.06
C15 3.27215 1.61757 -1.97881  -0.08
H33 4.08690 3.64254 0.77115  0.13
H34 5.29283 2.45113 0.27356  0.12
H35 5.80342 3.23266 2.62188  0.09
H36 5.26317 1.50657 2.70700  0.10
H37 4.22037 2.83230 3.19650  0.07
H38 4.15864 2.21674 -2.25274  0.09
H39 2.35788 2.16612 -1.82044  0.05
H40 3.06686 0.78983 -2.70853  0.07
C16 1.86255 -0.15388 -7.10797  0.05
N1 3.11749 0.59337 -6.80460  -0.46
O16 4.19675 0.19388 -7.19220  0.07
O17 2.93967 1.60746 -6.19494  0.06
H41 1.09990 0.41755 -6.63067  0.07
H42 1.82494 -1.22039 -6.80646  0.09
H43 1.65250 -0.03764 -8.18011  0.11
C17 -5.05902 3.68213 -1.38540  0.05
N2 -5.61701 2.33211 -1.81689  -0.45
O18 -6.68229 2.04168 -1.33820  0.06
O19 -5.00106 1.76664 -2.66556  0.08
H44 -5.81919 4.40295 -1.12574  0.09
H45 -4.49150 3.98734 -2.25709  0.08
H46 -4.41198 3.58748 -0.49182  0.09
C18 3.34354 -1.12709 7.10259  -0.04
C19 4.34021 -0.57953 6.19749  -0.31
O20 3.72526 -0.55042 4.82749  0.12
C20 2.49033 -1.10455 4.94457  -0.55
O21 1.70834 -1.24436 4.02170  0.14
O22 2.28921 -1.52942 6.19160  0.06
F1 5.31994 -1.43823 6.05946  0.10
H47 2.93353 -0.28878 7.69463  0.13
H48 3.62837 -2.06604 7.68279  0.18
H49 4.79247 0.42358 6.40253  0.19
C21 -0.24008 4.92101 -4.19518  -0.05
C22 -0.46838 3.73077 -3.22228  -0.25
O23 0.53273 3.96621 -2.26985  0.10
C23 1.28506 5.03026 -2.57224  -0.58
O24 2.22604 5.36715 -1.94180  0.17
O25 0.93025 5.59000 -3.75710  0.07
F2 -0.25204 2.46499 -3.77584  0.03
H50 -1.10512 5.71677 -4.11707  0.17
H51 -0.04934 4.65589 -5.22629  0.13
H52 -1.44266 3.77253 -2.68224  0.14
C24 1.87401 -3.52205 1.24413  -0.01
C25 1.99503 -4.95523 0.52202  -0.20
O26 1.14159 -4.82729 -0.63735  0.09
C26 0.42024 -3.64746 -0.50205  -0.55
O27 -0.33746 -3.31368 -1.35244  0.15
O28 0.67782 -3.03344 0.66570  0.04
F3 1.52454 -6.01584 1.29733  0.04
H53 2.61542 -2.76292 0.98276  0.14
H54 1.81186 -3.71377 2.28274  0.11
H55 2.99516 -5.22174 0.18757  0.14
C27 -0.15143 -5.83963 -4.17545  -0.07
C28 0.69719 -6.58652 -5.09258  -0.32
O29 1.76378 -5.73292 -5.34741  0.10
C29 1.26534 -4.45594 -5.31306  -0.48
O30 1.73543 -3.48505 -5.81219  0.16
O31 0.04426 -4.47015 -4.58834  0.05
F4 -0.02599 -6.62217 -6.27214  0.05
H56 0.15502 -5.90737 -3.11617  0.14
H57 -1.20986 -6.14891 -4.25025  0.15
H58 1.11003 -7.55154 -4.95891  0.16
C30 -3.79865 0.93675 2.91512  -0.01
C31 -4.82419 1.95755 2.45653  -0.29
O32 -4.07661 3.10264 2.12892  0.14
C32 -2.89686 3.00278 2.75029  -0.57
O33 -2.19011 3.93974 2.96346  0.16
O34 -2.56365 1.72855 3.02262  0.03
F5 -5.64687 2.30219 3.48235  0.08
H59 -3.64711 0.07749 2.25341  0.11
H60 -4.00786 0.58399 3.92898  0.15
H61 -5.40019 1.59744 1.65703  0.14
C33 -0.10571 2.36117 4.69751  -0.04
C34 1.16651 2.40791 3.89514  -0.30
O35 2.20944 2.11256 4.80334  0.11
C35 1.69159 2.07004 6.06159  -0.55
O36 2.32159 1.87685 7.05959  0.15
O37 0.37263 2.14220 6.02408  0.08
F6 1.43037 3.64374 3.42730  0.08
H62 -0.82798 1.58678 4.45449  0.11
H63 -0.52209 3.35708 4.75657  0.14
H64 1.29952 1.61843 3.06160  0.20
C36 -0.97360 -2.54190 6.34304  -0.08
C37 -1.57885 -1.39590 5.62472  -0.32
O38 -1.59601 -1.75403 4.30869  0.13
C38 -0.93532 -2.97615 4.12922  -0.50
O39 -0.74244 -3.46763 3.08614  0.20
O40 -0.49826 -3.39185 5.33163  0.10
F7 -0.72365 -0.29027 5.75124  0.04
H65 -1.83530 -3.02087 6.80707  0.14
H66 -0.20530 -2.17485 7.07335  0.16
H67 -2.58612 -1.22205 6.03184  0.17

**Calculated total energy**: -7297.08341 Eh
**LUMO level**: 0.22 eV
**Frontier orbital gap**: 11.21 eV
**Total charge**: 0